1.
ORCA calculation (the ωB97M-V functional and the def2-TZVPD basis) on C42H65BN6O2PTi as an isolated structure in a non-equilibrium geometry.

The calculation puts the molecular weight at 775.68 g mol⁻¹. The calculation puts the HOMO-LUMO gap (alpha / beta) at 5.977 / 7.526 eV. The spin multiplicity is 3. The value obtained for the total energy is -3333.953906 Eh. The LUMO energy (alpha / beta) is -2.14 / -2.21 eV. The expectation value of S² is 2.03. The total charge is +1.

Last column: Löwdin charge in e.
Geometry (Å):
Ti -0.4612 -0.0571 -0.4980  0.89
C 1.2726 2.8704 -2.1572  -0.16
C 0.7044 3.9854 -1.2794  -0.10
C 0.9187 3.8000 0.1958  -0.27
C 1.7201 4.6901 0.9091  -0.01
C 1.7724 4.5937 2.2888  -0.05
C 0.9941 3.6309 2.9105  -0.05
C 0.2649 2.7617 2.1158  -0.15
N 0.2578 2.8130 0.7902  0.12
N 0.4698 1.6465 -2.2824  -0.17
C -0.8952 1.8999 -2.7711  -0.11
C -1.8364 2.2182 -1.6486  -0.26
C -2.8438 3.1494 -1.7837  -0.01
C -3.7076 3.3901 -0.7204  -0.03
C -3.5018 2.6604 0.4521  -0.04
C -2.4845 1.7432 0.5145  -0.12
N -1.6417 1.4954 -0.5192  -0.06
C 1.1259 0.8177 -3.2908  -0.15
C 0.5081 -0.5502 -3.3414  -0.28
C 0.3734 -1.2021 -4.5490  -0.02
C -0.0471 -2.5257 -4.5919  -0.01
C -0.2715 -3.1494 -3.3610  -0.04
C -0.1594 -2.4320 -2.1987  -0.15
N 0.1804 -1.1081 -2.1332  -0.02
H 2.2464 2.5760 -1.7494  0.13
H 1.4388 3.2986 -3.1616  0.13
H -0.3678 4.0839 -1.4533  0.11
H 1.1811 4.9212 -1.5788  0.12
H 2.2797 5.4524 0.3895  0.11
H 2.3867 5.2700 2.8665  0.11
H 0.9606 3.5579 3.9871  0.11
H -0.3504 1.9809 2.5383  0.08
H -1.2528 0.9641 -3.2353  0.14
H -0.9122 2.6870 -3.5419  0.15
H -2.9542 3.6814 -2.7160  0.12
H -4.5002 4.1147 -0.8005  0.11
H -4.1429 2.8135 1.3070  0.11
H -2.2908 1.1662 1.4110  0.09
H 2.1901 0.7315 -3.0431  0.12
H 1.0690 1.2905 -4.2870  0.14
H 0.6271 -0.6795 -5.4601  0.12
H -0.1612 -3.0532 -5.5228  0.12
H -0.5249 -4.1967 -3.3211  0.12
H -0.3469 -2.9108 -1.2500  0.07
N -1.7151 -0.8767 2.4576  0.00
C -1.5087 -0.5313 3.8638  -0.26
C -0.1002 -0.9029 4.3178  -0.18
C 1.0246 -0.0770 3.6926  -0.26
N 1.0251 -0.0821 2.2234  -0.01
H -2.7010 -0.7749 2.2294  0.06
H -1.4943 -1.8582 2.3106  0.07
H -2.2248 -1.0430 4.5287  0.11
H -1.6779 0.5440 3.9753  0.11
H 0.0605 -1.9621 4.1082  0.09
H -0.0398 -0.7716 5.3990  0.12
H 1.9715 -0.4686 4.1043  0.10
H 0.9459 0.9592 4.0299  0.09
H 1.2530 -1.0235 1.8992  -0.02
H 1.7807 0.5315 1.9191  0.06
C 4.3148 -1.6142 2.0481  -0.09
C 4.0948 -1.6334 0.5336  -0.64
C 5.2799 -2.3689 -0.0945  -0.08
C 4.0822 -0.1721 0.0350  -0.11
P 2.3633 -2.3798 0.0392  1.19
C 2.8391 -2.9893 -1.6408  -0.36
C 3.0636 -1.9621 -2.5566  -0.15
C 3.4112 -2.2143 -3.8667  -0.08
C 3.5353 -3.5210 -4.3056  -0.07
C 3.3006 -4.5529 -3.4177  -0.07
C 2.9623 -4.2966 -2.0984  -0.09
C 2.0772 -3.9853 1.0548  -0.66
C 0.8525 -4.6655 0.4206  -0.10
C 3.2631 -4.9420 1.1768  -0.08
C 1.6162 -3.5889 2.4608  -0.11
H 5.2196 -1.0454 2.2672  0.09
H 4.4679 -2.6145 2.4429  0.07
H 3.4954 -1.1418 2.5819  0.05
H 6.2038 -1.8547 0.1733  0.09
H 5.2116 -2.3938 -1.1798  0.07
H 5.3486 -3.3906 0.2686  0.07
H 3.0698 0.2534 0.0305  0.05
H 4.7090 0.4519 0.6731  0.09
H 4.4906 -0.1083 -0.9715  0.07
H 2.9667 -0.9429 -2.2102  0.07
H 3.5865 -1.3946 -4.5502  0.11
H 3.8113 -3.7283 -5.3286  0.11
H 3.3898 -5.5759 -3.7450  0.11
H 2.8108 -5.1419 -1.4524  0.08
H 0.9978 -4.9312 -0.6217  0.06
H -0.0143 -4.0028 0.4900  0.07
H 0.6173 -5.5755 0.9728  0.10
H 3.7918 -5.0836 0.2414  0.06
H 2.9084 -5.9147 1.5131  0.09
H 3.9777 -4.5841 1.9133  0.07
H 0.7363 -2.9515 2.3877  0.05
H 2.3857 -3.0825 3.0340  0.07
H 1.3332 -4.4832 3.0148  0.10
C -5.2633 -0.9501 0.0682  0.00
C -4.3660 -1.6044 -0.9897  -0.46
C -5.1107 -1.6387 -2.3204  0.00
O -3.1948 -0.7784 -1.1056  0.05
B -2.1517 -1.3250 -0.3790  -0.67
O -2.5087 -2.5837 0.0642  0.04
C -3.7705 -2.9716 -0.5135  -0.46
C -3.4560 -3.9212 -1.6759  0.00
C -4.6085 -3.7150 0.5216  0.00
H -5.5080 0.0570 -0.2619  0.09
H -4.7339 -0.8719 1.0151  0.08
H -6.1819 -1.5116 0.2093  0.09
H -5.5327 -0.6540 -2.5092  0.09
H -5.9199 -2.3636 -2.2863  0.09
H -4.4441 -1.8830 -3.1422  0.09
H -2.8814 -3.4067 -2.4427  0.07
H -4.3648 -4.3261 -2.1116  0.09
H -2.8544 -4.7442 -1.2957  0.09
H -4.7237 -3.1382 1.4332  0.08
H -4.1151 -4.6497 0.7742  0.09
H -5.5900 -3.9382 0.1136  0.10



2.
ORCA calculation (the ωB97M-V functional and the def2-TZVPD basis) on an isolated molecule of C4H13N3S in a non-equilibrium geometry.

The calculation puts the molecular weight at 135.24 g mol⁻¹. Its structure (SMILES) is NCNC[C@H](N)CS. The calculation puts the HOMO-LUMO gap at 9.876 eV. The value obtained for the total energy is -722.588379 Eh. The LUMO energy is 0.86 eV. The total charge is 0.

Last column: natural (NBO) charge in e.
Geometry (Å):
N 0.3292 1.1411 3.3450  -0.88
C 0.5407 0.0334 2.4237  -0.04
N 0.2270 0.5174 1.0422  -0.62
C 0.4177 -0.6659 0.2659  -0.21
C -0.2716 -0.5911 -1.1775  -0.08
N 0.5015 -1.4723 -2.0798  -0.87
C -0.4357 0.7739 -1.8335  -0.48
S -1.2969 0.4789 -3.5241  -0.11
H 0.1848 0.7641 4.3149  0.36
H -0.3254 1.8907 3.1256  0.37
H 1.6565 -0.2646 2.4174  0.18
H -0.1560 -0.8025 2.7906  0.15
H -0.7211 0.8006 0.9646  0.35
H 1.5833 -0.8542 0.1946  0.18
H 0.0704 -1.6619 0.6631  0.18
H -1.3075 -0.9528 -1.0616  0.19
H 1.5601 -1.5322 -1.9823  0.37
H 0.2644 -1.4834 -3.0311  0.37
H -1.0164 1.6151 -1.4909  0.23
H 0.6135 1.1582 -2.0754  0.22
H -2.4186 1.1076 -3.2914  0.12



3.
ORCA calculation (the ωB97M-V functional and the def2-TZVPD basis) on an isolated molecule of C25H30N4O3 in a non-equilibrium geometry.

The calculation puts the molecular weight at 434.54 g mol⁻¹. Its structure (SMILES) is CCOC(=O)C1(CCOc2ccccc2)CCN(Cc2cccn2-c2ncccn2)CC1. The calculation puts the HOMO-LUMO gap at 8.398 eV. The value obtained for the total energy is -1415.402550 Eh. The LUMO energy is 0.45 eV. The total charge is 0.

Last column: natural (NBO) charge in e.
Geometry (Å):
C -3.5178 -0.6435 -2.9105  -0.63
C -2.9894 -1.4744 -1.7573  -0.07
O -2.0133 -0.7047 -1.0550  -0.54
C -1.5437 -1.2360 0.0796  0.84
O -1.9276 -2.2868 0.5205  -0.61
C -0.4418 -0.3659 0.6811  -0.16
C -1.0007 1.0479 0.9360  -0.41
C -2.1117 1.1044 1.9877  -0.07
O -3.2062 0.2651 1.7019  -0.50
C -4.1503 0.6500 0.8005  0.30
C -5.1966 -0.2573 0.6171  -0.27
C -6.2226 0.0240 -0.2598  -0.19
C -6.2299 1.2165 -0.9680  -0.25
C -5.1987 2.1182 -0.7854  -0.21
C -4.1592 1.8446 0.0896  -0.27
C 0.0901 -1.0104 1.9675  -0.42
C 0.9038 -2.2818 1.6757  -0.21
N 1.9732 -2.1040 0.7166  -0.44
C 3.1100 -1.3589 1.2576  -0.28
C 4.2278 -1.3151 0.2700  0.15
C 4.9074 -2.3862 -0.2305  -0.26
C 5.8803 -1.9077 -1.1450  -0.28
C 5.7705 -0.5570 -1.1728  -0.06
N 4.7569 -0.1720 -0.3147  -0.37
C 4.4432 1.1517 -0.1305  0.58
N 5.2207 2.0272 -0.7737  -0.47
C 4.9591 3.3070 -0.6149  0.10
C 3.9208 3.7620 0.1885  -0.33
C 3.1667 2.7762 0.8026  0.10
N 3.4151 1.4881 0.6475  -0.49
C 1.4399 -1.5752 -0.5205  -0.23
C 0.6993 -0.2443 -0.3465  -0.42
H -3.9867 0.2608 -2.5321  0.22
H -2.7055 -0.3672 -3.5777  0.21
H -4.2537 -1.2182 -3.4649  0.21
H -2.5141 -2.3959 -2.1140  0.18
H -3.7913 -1.7469 -1.0638  0.20
H -0.1866 1.6924 1.2762  0.21
H -1.3718 1.4369 -0.0138  0.22
H -2.4444 2.1428 2.1202  0.18
H -1.7357 0.7449 2.9491  0.20
H -5.1732 -1.1769 1.1811  0.23
H -7.0231 -0.6887 -0.3920  0.22
H -7.0323 1.4384 -1.6549  0.21
H -5.1931 3.0510 -1.3311  0.21
H -3.3712 2.5723 0.2050  0.21
H -0.7462 -1.2882 2.6087  0.23
H 0.7134 -0.2845 2.4944  0.20
H 1.3308 -2.6612 2.6072  0.20
H 0.2299 -3.0432 1.2761  0.22
H 2.8550 -0.3426 1.5744  0.22
H 3.4486 -1.9199 2.1363  0.21
H 4.7219 -3.4093 0.0277  0.23
H 6.5724 -2.5036 -1.7061  0.22
H 6.3143 0.1843 -1.7201  0.24
H 5.6086 3.9869 -1.1515  0.20
H 3.7134 4.8097 0.3214  0.23
H 2.3267 3.0129 1.4446  0.20
H 2.2608 -1.4528 -1.2311  0.21
H 0.7538 -2.3285 -0.9210  0.20
H 0.2968 0.0831 -1.3062  0.22
H 1.4075 0.5095 0.0026  0.22



4.
ORCA calculation (the ωB97M-V functional and the def2-TZVPD basis) on C49H52BBiN11O5 as an isolated structure.

The calculation puts the molecular weight at 1094.82 g mol⁻¹. The calculation puts the HOMO-LUMO gap at 7.130 eV. The value obtained for the total energy is -3116.421932 Eh. The LUMO energy is -2.99 eV. The total charge is +1.

Last column: Löwdin charge in e.
Geometry (Å):
Bi 0.0506 0.3108 -0.1767  2.08
O -1.8627 3.4694 2.8102  0.08
C -0.9719 3.3452 3.8069  -0.26
C -1.2957 3.9575 5.0204  0.00
C -0.4393 3.8716 6.0942  -0.06
C 0.7742 3.1855 5.9891  -0.09
C 1.1051 2.5936 4.7928  -0.04
C 0.2404 2.6466 3.6887  -0.10
C 0.6149 1.9817 2.4370  -0.44
O -0.2395 1.9651 1.4658  -0.27
N 1.8382 1.4671 2.3417  0.09
N 2.0242 1.0578 1.0661  -0.12
C 3.1840 0.8564 0.5881  -0.07
C 3.2755 0.7333 -0.8737  -0.26
C 4.4989 0.7215 -1.5261  0.00
C 4.5210 0.8414 -2.9071  -0.03
C 3.3259 0.9688 -3.5945  -0.03
C 2.1442 0.9242 -2.8729  -0.14
N 2.1192 0.8011 -1.5493  0.01
H -1.5438 2.9400 2.0559  0.07
H -2.2378 4.4844 5.0866  0.12
H -0.7094 4.3484 7.0278  0.11
H 1.4498 3.1347 6.8317  0.10
H 2.0470 2.0747 4.6756  0.10
H 4.0828 0.9477 1.1935  0.14
H 5.4138 0.6583 -0.9521  0.12
H 5.4639 0.8554 -3.4379  0.12
H 3.2997 1.0843 -4.6685  0.12
H 1.1794 0.9757 -3.3646  0.12
C -5.5853 0.6398 -1.7917  -0.01
C -4.5698 0.5022 -0.7059  -0.26
C -4.8086 0.4516 0.6391  0.02
C -3.5553 0.3918 1.2621  -0.20
N -2.5837 0.3868 0.3238  0.04
N -3.2336 0.4498 -0.8876  0.02
B -2.5741 0.5224 -2.2743  -0.54
N -1.8556 -0.7798 -2.7245  0.03
N -0.5732 -1.1263 -2.3991  0.03
C -0.3169 -2.2698 -3.0595  -0.24
C -1.4312 -2.6389 -3.8194  0.03
C -2.3842 -1.6780 -3.5805  -0.25
C -3.7672 -1.6172 -4.1357  -0.01
C 0.9111 -3.0974 -3.0067  -0.16
C 0.7779 -4.4709 -3.2263  -0.05
C 1.8862 -5.3022 -3.2691  -0.08
C 3.1585 -4.7757 -3.0963  -0.09
C 3.3029 -3.4155 -2.8652  -0.08
C 2.1892 -2.5907 -2.8152  -0.03
N -1.6443 1.7592 -2.4266  0.04
N -0.5659 2.0343 -1.6403  -0.04
C -0.0046 3.1635 -2.1052  -0.24
C -0.7287 3.6114 -3.2048  0.05
C -1.7584 2.7044 -3.3759  -0.24
C -2.8272 2.7222 -4.4162  0.00
C 1.2351 3.7677 -1.5829  -0.18
C 1.4595 3.9499 -0.2242  -0.03
C 2.6560 4.4892 0.2259  -0.06
C 3.6366 4.8628 -0.6810  -0.07
C 3.4086 4.7082 -2.0432  -0.07
C 2.2150 4.1668 -2.4921  -0.04
C -3.4211 0.3730 2.7388  -0.14
C -4.5824 0.5153 3.5030  -0.02
C -4.5411 0.4980 4.8864  -0.07
C -3.3325 0.3413 5.5479  -0.08
C -2.1721 0.2158 4.8034  -0.07
C -2.2209 0.2352 3.4169  -0.04
H -6.5746 0.6743 -1.3398  0.09
H -5.5624 -0.1926 -2.4930  0.06
H -5.4421 1.5581 -2.3613  0.08
H -5.7798 0.4733 1.0998  0.11
H -3.4573 0.6893 -3.0477  0.09
H -1.5236 -3.4827 -4.4812  0.12
H -3.8866 -2.4079 -4.8737  0.09
H -3.9784 -0.6626 -4.6154  0.08
H -4.5122 -1.7740 -3.3550  0.08
H -0.2081 -4.8969 -3.3635  0.11
H 1.7555 -6.3614 -3.4502  0.11
H 4.0276 -5.4189 -3.1465  0.11
H 4.2893 -2.9897 -2.7261  0.11
H 2.3154 -1.5458 -2.6258  0.08
H -0.5546 4.5069 -3.7764  0.13
H -2.6637 3.5701 -5.0779  0.09
H -3.8168 2.8200 -3.9706  0.09
H -2.8172 1.8109 -5.0135  0.09
H 0.6797 3.6956 0.4765  0.10
H 2.8118 4.6266 1.2888  0.11
H 4.5681 5.2890 -0.3320  0.11
H 4.1629 5.0099 -2.7584  0.11
H 2.0525 4.0299 -3.5545  0.12
H -5.5406 0.6529 3.0218  0.10
H -5.4588 0.6129 5.4481  0.11
H -3.2953 0.3341 6.6294  0.11
H -1.2160 0.1332 5.3070  0.10
H -1.3159 0.1557 2.8550  0.07
N 1.8789 -2.4984 4.6906  0.03
C 1.4852 -1.6116 3.5994  -0.14
C 0.2625 -2.1495 2.8724  -0.52
O -0.2523 -3.2543 3.3813  0.13
O -0.2146 -1.6151 1.8972  -0.03
H 1.9672 -2.0125 5.5717  0.09
H 2.7512 -2.9744 4.5086  0.09
H 0.3033 -3.4543 4.1713  0.10
H 2.2634 -1.4608 2.8478  0.12
H 1.2251 -0.6164 3.9617  0.11
C 1.5741 -5.3825 0.2650  -0.02
N 1.1362 -4.0029 0.0932  -0.10
C -0.2790 -3.8212 -0.1991  -0.02
C 2.0078 -2.9830 0.1302  -0.51
C 3.4509 -3.3373 0.4027  0.02
O 1.6988 -1.7920 -0.0136  -0.14
H 0.6902 -6.0125 0.3197  0.10
H 2.1349 -5.5189 1.1889  0.09
H 2.1833 -5.7182 -0.5766  0.08
H -0.5573 -4.4567 -1.0410  0.09
H -0.4746 -2.7901 -0.4566  0.06
H -0.8792 -4.0866 0.6712  0.10
H 3.5655 -3.8272 1.3712  0.09
H 4.0315 -2.4189 0.3890  0.09
H 3.8370 -4.0172 -0.3567  0.08